Record 1
13 unconnected molecules or ions with the total composition C16H58N8O13 in a non-equilibrium geometry. Source: OMol25; level of theory: ωB97M-V/def2-TZVPD.

frontier orbital gap	8.5113	eV
relative energy (zero: lowest compared OMol25 entry of this formula, charge and spin)	23.93	kcal per mole
highest occupied orbital energy	-8.116	eV
E_tot	-2060.36054	Ha
E_LUMO	0.40	eV

XYZ file:
```
95
C16H58N8O13, DFT ωB97M-V/def2-TZVPD
C 2.98679 0.00121 -2.60888
C 3.37079 1.54721 -2.35788
O 2.58979 1.88021 -1.21388
H 2.98279 -0.61279 -1.74888
H 3.50079 -0.43279 -3.43988
H 1.86579 -0.05779 -2.83188
H 3.35479 2.17021 -3.23788
H 4.40979 1.66721 -2.07188
H 2.85179 2.78621 -0.91488
C -1.52821 4.69821 -0.75688
C -0.10521 4.22221 -0.90788
O 0.22179 3.61721 0.34212
H -1.82721 5.39021 -1.56488
H -1.65121 5.28021 0.19212
H -2.16621 3.87421 -0.75888
H 0.48079 5.10221 -1.05888
H -0.02321 3.50021 -1.69288
H 1.16879 3.74021 0.55112
C 1.06779 -3.30179 -2.94788
C -0.18021 -2.55479 -2.58388
O -0.54521 -3.00879 -1.27388
H 1.91379 -2.98879 -2.26088
H 1.38879 -3.08879 -3.98788
H 0.95779 -4.39179 -2.87688
H -0.98221 -2.72479 -3.34488
H -0.12721 -1.49279 -2.49088
H 0.19679 -2.87179 -0.66588
C -0.75821 0.05821 0.07012
O -1.51321 -0.88179 0.70912
N -1.15621 1.18621 -0.42988
N 0.54179 -0.01379 -0.03488
H -2.21221 1.32721 -0.45388
H -0.61521 1.97021 -0.11788
H 0.88379 -0.97979 0.10412
H 1.18979 0.63421 -0.47588
C 5.87579 1.01621 0.50912
O 5.33079 2.22321 0.93312
N 5.15779 0.11021 -0.05088
N 7.13579 0.62221 0.74812
H 4.13779 0.37221 -0.04288
H 5.36979 -0.91479 -0.10788
H 7.74779 1.36121 1.10412
H 7.69779 -0.11379 0.22412
C 2.30779 0.46521 2.60112
O 2.88579 1.21021 1.58312
N 1.18479 -0.15079 2.53312
N 2.82879 0.39521 3.77412
H 0.81679 -0.04179 1.51812
H 0.50979 -0.43479 3.35112
H 3.66179 1.00621 3.79812
H 2.23679 0.41021 4.61612
C -2.35921 -0.76279 4.00112
O -0.92121 -0.73379 4.05212
N -3.04521 -0.78179 2.89912
N -3.14721 -0.60079 4.99212
H -2.38621 -0.85579 2.10612
H -4.00221 -1.12279 2.73312
H -2.69721 -0.73279 5.94012
H -4.17421 -1.01379 4.92612
C -4.04021 0.34921 -0.94288
O -3.87421 1.68321 -0.53488
H -4.39521 -0.29579 -0.11688
H -3.17221 -0.07779 -1.29588
H -4.74121 0.33121 -1.72888
H -4.72721 2.13621 -0.68788
C -2.12121 1.99221 -3.68988
O -0.79321 1.69021 -3.27988
H -2.56421 2.88021 -3.17288
H -2.70321 1.13021 -3.45088
H -2.19521 2.18821 -4.70788
H -0.79121 1.33821 -2.38288
C -1.90821 2.13421 2.63212
O -1.47721 3.45321 2.42212
H -2.35621 1.97421 3.53712
H -1.05921 1.46621 2.53712
H -2.55921 1.79821 1.84612
H -0.95021 3.45121 1.62812
C -3.72821 -2.62879 -2.50888
O -3.15121 -2.67579 -1.17288
H -4.79121 -2.64379 -2.53088
H -3.47021 -3.53179 -3.11888
H -3.32021 -1.75179 -3.05288
H -2.18721 -2.52279 -1.26388
C 2.81379 -2.64979 0.40512
O 1.42579 -2.61379 0.57112
H 2.84179 -2.58479 -0.66788
H 3.38479 -3.43579 0.74512
H 3.22579 -1.76779 0.76712
H 1.40979 -2.59079 1.54412
C -2.14921 -4.40079 1.87712
O -1.46721 -3.36779 2.54612
H -1.55421 -5.29879 1.85812
H -2.30221 -4.12879 0.82912
H -3.11821 -4.57379 2.39512
H -2.12021 -2.63779 2.56812
```

***

Record 2
A molecular structure, CH5N3S in a non-equilibrium geometry. Source: OMol25; level of theory: ωB97M-V/def2-TZVPD.

frontier orbital gap	9.1329	eV
relative energy (zero: lowest compared OMol25 entry of this formula, charge and spin)	69.70	kcal per mole
highest occupied orbital energy	-8.973	eV
E_tot	-603.43484	Ha
E_LUMO	0.16	eV

XYZ file:
```
10
CH5N3S, DFT ωB97M-V/def2-TZVPD
C 0.05274 -0.75258 0.34930
H 0.50560 -2.18135 1.69478
H 2.02306 -1.14562 1.41185
H -0.96220 -2.27237 1.06313
H 1.49365 0.53637 -0.19393
H -0.62174 2.10312 0.57372
N 0.98350 -1.74899 0.92627
N -1.16894 -1.28341 0.53339
N 0.48227 0.30037 -0.34479
S -0.30203 1.66247 -0.90309
```

***

Record 3
2 unconnected molecules or ions with the total composition C3H12N2O. Source: OMol25; level of theory: ωB97M-V/def2-TZVPD.

SMILES	NCCCN.O
frontier orbital gap	10.1581	eV
relative energy (zero: lowest compared OMol25 entry of this formula, charge and spin)	2.39	kcal per mole
highest occupied orbital energy	-9.221	eV
E_tot	-306.24014	Ha
E_LUMO	0.94	eV

XYZ file:
```
18
C3H12N2O, DFT ωB97M-V/def2-TZVPD
C 1.55918 -0.08346 -1.16246
C 0.30473 -0.30933 -0.32009
C -0.42954 0.97922 -0.04547
N -1.81760 0.74134 0.39042
N 2.26478 -1.31374 -1.53820
H 2.23927 0.58388 -0.62874
H 1.22567 0.40038 -2.07878
H 0.52006 -0.83421 0.61180
H -0.35075 -1.00706 -0.84110
H 0.09892 1.48283 0.76366
H -0.39422 1.58913 -0.93329
H -2.16800 -0.13631 0.03098
H -2.43466 1.45158 0.01558
H 2.08331 -2.06028 -0.89022
H 2.05205 -1.60557 -2.48075
H -1.49647 0.34159 2.28929
H -1.97316 -0.39835 3.57667
O -1.28357 0.17836 3.24070
```

***

Record 4
A molecular structure, H6O3 in a non-equilibrium geometry. Source: OMol25; level of theory: ωB97M-V/def2-TZVPD.

frontier orbital gap	9.4093	eV
relative energy (zero: lowest compared OMol25 entry of this formula, charge and spin)	54.39	kcal per mole
highest occupied orbital energy	-9.362	eV
E_tot	-229.23841	Ha
E_LUMO	0.05	eV

XYZ file:
```
9
H6O3, DFT ωB97M-V/def2-TZVPD
O -23.57216 0.80935 -9.22562
H -24.33498 1.31870 -9.49931
H -23.14981 1.34967 -8.55787
O -23.80700 -1.40843 -9.30468
H -23.83037 -0.45358 -9.24176
H -23.47618 -1.69696 -8.45406
O -22.97512 -1.20267 -11.27817
H -23.48217 -1.33717 -10.47752
H -22.26320 -0.61893 -11.01616
```